# 1
# C7H6N2

A cluster of 2 separate species, C7H6N2 in total at a distorted geometry (ωB97M-V/def2-TZVPD, OMol25).

Each line ends with the natural charge from an NBO analysis.
Cartesian coordinates (Å):
1 N 0.935 0.147 -0.016  -0.37
2 N -4.431 1.657 -0.457  -0.22
3 C 1.828 -0.485 0.836  0.05
4 C 0.849 1.327 -0.690  0.09
5 C 0.007 -1.842 0.486  -0.11
6 C -1.181 0.318 -0.690  0.01
7 C -0.187 -0.587 -0.188  -0.07
8 C 1.301 -1.786 1.058  -0.32
9 C -0.432 1.428 -1.138  -0.41
10 H 1.948 -2.426 1.627  0.23
11 H -1.009 2.162 -1.678  0.24
12 H -0.511 -2.763 0.635  0.23
13 H 1.831 1.942 -0.715  0.23
14 H 2.652 -0.120 1.346  0.22
15 H -5.177 0.944 -0.406  0.21

Results
HOMO energy (alpha / beta) = -0.291 / -0.289 hartree
gap between HOMO and LUMO (alpha / beta) = 0.240 / 0.238 Ha
total charge = 0
energy relative to the best compared isomer or geometry (same formula, charge and spin) = 907.9 kJ/mol

# 2
# C19H26IN2O7S

A cluster of 4 separate species, C19H26IN2O7S in total at a distorted geometry (ωB97M-V/def2-TZVPD, OMol25).

Each line ends with the natural charge from an NBO analysis.
Cartesian coordinates (Å):
1 I -1.716 1.919 -2.175  0.16
2 S 2.100 -1.359 2.586  0.20
3 O -0.224 0.262 -4.817  -0.51
4 O -2.486 -6.570 2.957  -0.54
5 O 4.092 3.997 -0.541  -0.49
6 O 5.950 4.299 0.677  -0.55
7 O -2.347 0.640 -5.433  -0.57
8 O -1.231 -4.916 2.111  -0.51
9 O -0.374 2.966 0.205  -0.52
10 N -3.037 -0.727 1.346  -0.40
11 N -0.518 -0.482 2.811  -0.54
12 C -0.873 -0.623 -6.898  -0.53
13 C -1.548 -5.846 3.058  0.79
14 C -2.103 1.236 2.008  -0.29
15 C -1.417 2.488 -0.119  0.44
16 C -1.279 0.152 -5.662  0.80
17 C 2.452 4.579 1.041  -0.42
18 C 0.650 -0.865 2.769  0.20
19 C -0.979 0.280 1.614  -0.06
20 C -2.537 2.235 0.886  -0.53
21 C 0.157 -4.456 3.956  -0.43
22 C 0.415 -1.311 -6.450  -0.43
23 C 0.949 -0.334 -5.413  -0.07
24 C 2.710 4.374 -0.445  -0.07
25 C -1.732 -0.676 0.685  -0.28
26 C -3.245 0.272 2.105  0.32
27 C -0.520 -5.809 4.173  -0.53
28 C 3.810 5.080 1.531  -0.53
29 C 0.003 -4.267 2.453  -0.07
30 C 4.771 4.422 0.557  0.79
31 H -0.701 0.085 -7.710  0.25
32 H -2.814 3.184 1.322  0.28
33 H 1.549 0.460 -5.859  0.19
34 H -1.713 -0.494 -0.382  0.27
35 H 1.626 5.258 1.242  0.22
36 H 1.191 -4.414 4.290  0.23
37 H 2.093 3.585 -0.869  0.20
38 H -3.392 1.879 0.324  0.24
39 H 4.026 4.772 2.549  0.24
40 H 3.907 6.163 1.438  0.24
41 H 0.172 -6.641 4.038  0.25
42 H -1.285 -1.658 0.837  0.25
43 H -1.004 -5.881 5.142  0.25
44 H 0.813 -4.737 1.890  0.19
45 H 0.176 -2.263 -5.974  0.21
46 H -0.087 0.724 1.207  0.26
47 H -0.399 -3.680 4.486  0.21
48 H 1.119 -1.507 -7.255  0.23
49 H -4.116 0.396 2.723  0.26
50 H -3.667 -1.506 1.207  0.46
51 H 2.222 3.621 1.511  0.20
52 H 2.558 5.289 -1.023  0.18
53 H 1.532 -0.823 -4.636  0.20
54 H -0.060 -3.221 2.168  0.17
55 H -1.648 -1.330 -7.179  0.25
56 H -1.997 1.777 2.937  0.28

Results
HOMO energy = -0.434 hartree
gap between HOMO and LUMO = 0.262 Ha
total charge = +1
energy relative to the best compared isomer or geometry (same formula, charge and spin) = 34.6 kJ/mol

# 3
# C27H47O5ReSi

A structure of composition C27H47O5ReSi at a distorted geometry (ωB97M-V/def2-TZVPD, OMol25).

Each line ends with the Mulliken spin population.
Cartesian coordinates (Å):
1 Re -0.386 0.534 0.878  1.37
2 Si 0.009 -0.344 3.956  0.05
3 O -0.256 -1.763 4.737  0.00
4 O 0.396 -2.222 -0.945  0.15
5 O 1.506 0.202 4.264  -0.01
6 O -1.022 0.786 4.540  0.01
7 O -0.173 -0.632 2.367  0.10
8 C -1.097 1.969 5.425  0.00
9 C -1.576 -2.340 5.010  0.00
10 C 3.416 -1.355 4.206  0.00
11 C 0.541 -2.624 -2.235  0.12
12 C -1.859 -2.192 6.493  0.00
13 C 3.712 1.092 3.971  0.00
14 C -1.289 2.277 0.148  -0.02
15 C 1.903 0.125 1.022  -0.07
16 C -1.947 0.133 -0.481  0.00
17 C -2.205 1.730 6.444  0.00
18 C 2.892 0.004 4.640  0.00
19 C 1.992 0.512 -1.255  0.06
20 C -1.489 3.143 4.543  0.00
21 C -1.513 -3.820 4.645  0.00
22 C 1.517 1.534 0.791  0.03
23 C -0.454 -0.878 -4.906  0.82
24 C -2.074 1.722 1.220  0.05
25 C -1.945 -0.810 -4.433  -0.03
26 C 1.566 1.706 -0.652  0.13
27 C 0.207 -2.117 -4.121  -0.15
28 C -2.502 0.402 0.816  -0.05
29 C 0.456 0.383 -4.703  -0.05
30 C 0.242 2.247 6.089  0.00
31 C -1.207 1.290 -0.892  0.07
32 C -2.691 -1.669 4.215  0.00
33 C 3.088 0.103 6.143  0.00
34 C 2.116 -0.480 -0.254  0.17
35 H 2.798 1.086 6.531  0.00
36 H -1.958 0.939 7.164  0.00
37 H 4.458 -1.396 4.552  0.00
38 H 2.552 -0.689 6.676  0.00
39 H -2.887 -2.523 6.695  0.00
40 H -3.145 -0.261 1.395  0.01
41 H 2.143 -0.314 1.984  0.05
42 H -2.479 -4.286 4.885  0.00
43 H 0.204 1.003 -3.839  0.05
44 H 0.161 3.149 6.720  0.00
45 H -2.191 -0.082 -3.660  0.03
46 H -2.038 -0.769 -1.071  0.02
47 H 2.856 -2.172 4.678  0.00
48 H -0.748 3.283 3.747  0.00
49 H -0.887 3.290 0.123  -0.01
50 H 2.430 -1.509 -0.379  0.00
51 H 2.169 0.353 -2.310  0.01
52 H -3.628 -2.203 4.427  0.00
53 H 3.390 2.090 4.292  0.00
54 H -2.473 2.954 4.098  0.00
55 H 1.226 -2.351 -4.520  0.01
56 H 4.163 -0.031 6.326  0.00
57 H -1.755 -1.147 6.809  0.00
58 H -2.233 -1.728 -3.921  0.00
59 H -1.164 -2.819 7.061  0.00
60 H 0.561 1.427 6.744  0.00
61 H -2.832 -0.626 4.523  0.00
62 H 0.098 -3.654 -2.329  0.02
63 H 4.757 0.950 4.278  0.00
64 H -2.653 -0.675 -5.226  0.02
65 H 1.378 2.650 -1.188  0.00
66 H -1.317 -3.966 3.576  0.00
67 H 1.017 2.447 5.337  0.00
68 H -1.551 4.068 5.132  0.00
69 H -2.378 2.652 7.018  0.00
70 H -3.148 1.477 5.938  0.00
71 H 1.603 -2.965 -2.422  0.00
72 H -0.735 -4.332 5.224  0.00
73 H 1.491 0.125 -4.472  0.00
74 H -2.361 2.236 2.137  0.00
75 H -0.299 -3.075 -4.402  0.01
76 H -2.511 -1.711 3.133  0.00
77 H 0.518 1.039 -5.557  0.02
78 H 1.519 2.298 1.566  -0.01
79 H 3.418 -1.475 3.117  0.00
80 H 3.645 1.022 2.884  0.00
81 H -0.763 1.387 -1.876  0.02

Results
HOMO energy (alpha / beta) = -0.112 / -0.125 hartree
gap between HOMO and LUMO (alpha / beta) = 0.199 / 0.212 Ha
total charge = -1
energy relative to the best compared isomer or geometry (same formula, charge and spin) = 103.1 kJ/mol
2S+1 = 4

# 4
# C8H15NS

The molecule C8H15NS at a distorted geometry (ωB97M-V/def2-TZVPD, OMol25).

Each line ends with the natural charge from an NBO analysis.
Cartesian coordinates (Å):
1 S 0.725 1.337 -1.616  -0.14
2 N -0.665 0.208 0.800  -0.46
3 C -0.056 1.245 0.247  0.01
4 C 2.274 0.167 0.551  -0.62
5 C -1.877 -0.868 -0.968  -0.48
6 C 1.941 2.793 0.267  -0.61
7 C -1.773 -1.776 1.363  -0.67
8 C -1.382 -0.763 0.388  0.37
9 C 1.393 1.319 0.090  -0.15
10 C -0.936 -1.809 -1.712  -0.60
11 H -0.613 2.270 0.477  0.23
12 H -1.106 -1.900 2.282  0.24
13 H -1.285 -1.808 -2.763  0.21
14 H 2.190 2.908 1.375  0.19
15 H -1.878 0.019 -1.492  0.23
16 H 2.210 0.355 1.663  0.22
17 H -2.725 -1.605 1.867  0.24
18 H 3.213 0.150 0.125  0.22
19 H 1.910 -0.887 0.311  0.23
20 H -2.921 -1.149 -1.060  0.22
21 H -1.888 -2.801 0.900  0.22
22 H 1.174 3.647 0.125  0.23
23 H -0.806 -2.712 -1.308  0.19
24 H 2.883 2.852 -0.309  0.22
25 H -0.003 -1.192 -1.605  0.23

Results
HOMO energy = -0.294 hartree
SMILES = CC/C(C)=N\[C@@H]1SC1(C)C
gap between HOMO and LUMO = 0.326 Ha
total charge = 0
energy relative to the best compared isomer or geometry (same formula, charge and spin) = 73.9 kJ/mol